{"formula": "C8H26CsN3O7P2S", "method": "the ωB97M-V functional and the def2-TZVPD basis", "fmax_ev_per_a": 2.926, "homo_lumo_gap_ev": 8.5, "symbols": ["Cs", "N", "C", "C", "C", "C", "N", "H", "H", "H", "H", "H", "H", "H", "H", "H", "H", "H", "H", "N", "C", "C", "P", "O", "O", "O", "P", "O", "O", "O", "H", "H", "H", "H", "H", "H", "H", "H", "C", "S", "C", "O", "H", "H", "H", "H", "H", "H"], "coordinates": [[-0.507, -0.538, -1.065], [2.683, -2.059, -1.460], [3.436, -0.865, -1.763], [2.791, -0.118, -2.957], [2.915, 1.418, -3.000], [1.753, 2.276, -3.491], [0.445, 1.859, -3.024], [2.984, -2.601, -0.625], [2.738, -2.705, -2.261], [4.482, -1.006, -1.993], [3.456, -0.186, -0.847], [1.749, -0.370, -3.132], [3.363, -0.520, -3.807], [3.795, 1.666, -3.644], [3.124, 1.848, -2.008], [1.815, 2.436, -4.619], [1.979, 3.308, -3.197], [-0.250, 1.967, -3.777], [0.105, 2.398, -2.236], [-3.503, 2.584, 1.650], [-3.206, 1.382, 0.812], [-4.572, 0.603, 0.655], [-2.001, 0.302, 1.929], [-0.399, 0.827, 1.708], [-2.383, 0.731, 3.364], [-2.041, -1.079, 1.319], [-2.454, 2.071, -0.718], [-3.658, 3.148, -0.887], [-1.087, 2.629, -0.375], [-2.468, 1.263, -1.980], [-3.186, 2.302, 2.657], [-4.498, 2.746, 1.682], [-2.922, 3.355, 1.377], [-5.204, 0.824, 1.536], [-4.370, -0.474, 0.609], [-5.122, 0.937, -0.236], [-0.469, 1.638, 1.167], [-3.739, 3.588, -1.727], [2.542, -4.649, 3.721], [1.814, -3.387, 2.651], [0.343, -2.815, 3.657], [1.426, -3.974, 1.326], [1.773, -5.107, 4.350], [3.347, -4.151, 4.338], [3.024, -5.347, 3.038], [0.679, -2.154, 4.428], [-0.207, -3.677, 3.954], [-0.316, -2.325, 2.902]], "mulliken_charge": [1.286, -0.406, -0.688, -0.362, -0.551, -0.797, -0.252, 0.164, 0.211, 0.313, 0.326, 0.295, 0.264, 0.255, 0.295, 0.361, 0.311, 0.159, 0.150, -0.363, 0.693, -1.414, 0.788, -0.434, -0.830, -0.699, 0.302, -0.542, -0.836, -0.813, 0.359, 0.277, 0.346, 0.437, 0.309, 0.368, 0.334, 0.362, -0.867, 0.548, -0.736, -0.620, 0.282, 0.290, 0.311, 0.377, 0.405, 0.029]}

***

{"formula": "C8H26N4O5Ru", "method": "the ωB97M-V functional and the def2-TZVPD basis", "spin_multiplicity": 6, "charge": 1, "fmax_ev_per_a": 5.176, "homo_lumo_gap_ev": [4.5, 6.4], "symbols": ["O", "H", "Ru", "N", "N", "O", "O", "C", "C", "C", "C", "H", "H", "H", "H", "H", "H", "H", "H", "O", "H", "H", "C", "H", "H", "H", "O", "H", "H", "N", "C", "C", "C", "N", "H", "H", "H", "H", "H", "H", "H", "H", "H", "H"], "coordinates": [[0.938, 3.552, 0.462], [0.785, 4.094, 1.253], [-0.722, -0.372, 0.069], [-1.211, -0.533, -1.899], [0.763, -1.361, -0.772], [-2.003, 0.369, -2.634], [1.968, -1.641, -0.081], [-0.513, -1.393, -2.661], [0.664, -1.854, -2.019], [-0.930, -1.699, -4.049], [1.740, -2.737, -2.558], [-1.720, -1.011, -4.362], [-1.294, -2.735, -4.114], [-0.065, -1.607, -4.719], [1.913, -3.639, -1.944], [2.708, -2.221, -2.688], [1.441, -3.082, -3.556], [-2.117, 1.143, -2.033], [2.521, -2.183, -0.693], [-0.991, -2.644, 1.014], [-1.794, -3.069, 1.350], [-0.284, -3.315, 1.020], [2.146, 3.714, -0.217], [2.970, 3.726, 0.483], [2.113, 4.620, -0.793], [2.302, 2.911, -0.934], [-0.516, 1.575, -0.346], [0.277, 2.733, 0.270], [-0.199, 1.659, -1.251], [0.754, 0.122, 1.626], [0.345, -0.324, 2.973], [-0.743, 0.588, 3.577], [-1.719, 1.313, 2.655], [-2.186, 0.425, 1.508], [0.878, 1.131, 1.585], [1.624, -0.319, 1.304], [0.011, -1.370, 2.886], [1.251, -0.296, 3.589], [-1.323, -0.020, 4.288], [-0.231, 1.368, 4.158], [-2.630, 1.617, 3.198], [-1.298, 2.200, 2.170], [-2.905, 0.910, 0.976], [-2.720, -0.346, 1.910]], "mulliken_charge": [-0.280, 0.430, 0.245, -0.047, 0.262, -0.502, -0.536, 0.240, 0.894, -1.343, -1.969, 0.357, 0.285, 0.363, 0.431, 0.422, 0.317, 0.330, 0.373, -0.376, 0.239, 0.288, -0.582, 0.308, 0.300, 0.265, -0.878, 0.318, 0.296, -0.385, -0.583, -0.600, -0.451, -0.526, 0.109, 0.513, 0.353, 0.410, 0.314, 0.277, 0.417, 0.142, 0.296, 0.258]}

***

- What is the formula in the first record?
  C8H26CsN3O7P2S